Entry 1:
19
Properties=species:S:1:pos:R:3 method="wB97M-V/def2-TZVPD" e_tot_ha=-477.02135 relative_energy_kj_mol=211.64 charge=-1 homo_energy_ev=-4.472 gap_ev=8.4 max_force_ev_per_a=2.02 e_lumo_ev=3.92
O 1.61 -1.31 -0.62
C 1.63 -0.06 -0.48
O 2.59 0.66 -0.17
C 0.31 0.71 -0.90
C 0.00 1.72 0.19
C -0.22 1.15 1.61
C -1.23 -1.05 1.22
N -1.06 -0.01 1.90
H -0.49 -0.02 -1.04
H 0.47 1.08 -1.92
H 0.75 2.51 0.26
H -1.03 2.07 0.00
H 0.74 0.88 2.06
H -0.74 1.93 2.17
H -1.93 -1.78 1.63
H -1.07 -1.23 0.14
H 0.25 -2.75 -1.45
H -0.10 -1.88 -2.53
O -0.49 -2.64 -2.08

***

Entry 2:
14
Properties=species:S:1:pos:R:3 method="wB97M-V/def2-TZVPD" e_tot_ha=-324.48907 relative_energy_kj_mol=618.05 charge=0 homo_energy_ev=-7.475 gap_ev=7.8 max_force_ev_per_a=0.41 e_lumo_ev=0.32
O -2.97 -0.38 0.36
C -2.23 0.57 0.25
N -0.89 0.46 -0.05
C -0.29 -0.78 -0.21
C 1.12 -0.83 -0.56
C 1.91 0.32 -0.33
C 2.51 1.34 -0.10
H -2.56 1.62 0.37
H -0.28 1.26 -0.05
H -0.94 -1.57 -0.58
H -0.41 -1.31 1.24
H 0.51 -1.29 0.75
H 1.44 -1.63 -1.22
H 3.09 2.22 0.12

***

Entry 3:
14
Properties=species:S:1:pos:R:3 method="wB97M-V/def2-TZVPD" e_tot_ha=-324.63792 relative_energy_kj_mol=227.23 charge=0 homo_energy_ev=-8.938 gap_ev=9.7 max_force_ev_per_a=4.00 e_lumo_ev=0.79
H 3.54 -0.17 0.42
N 2.87 -0.74 -0.10
C 1.68 -0.32 0.07
C 0.42 -0.86 -0.43
C -0.62 -0.07 -0.11
C -2.07 -0.27 -0.44
C -0.12 1.11 0.63
O 1.36 0.82 0.81
H 0.37 -1.80 -0.98
H -2.72 -0.04 0.42
H -2.38 0.39 -1.26
H -2.25 -1.30 -0.74
H -0.61 1.32 1.61
H 0.55 1.92 0.12

***

Entry 4:
23
Properties=species:S:1:pos:R:3 method="wB97M-V/def2-TZVPD" e_tot_ha=-3053.26735 relative_energy_kj_mol=50.16 charge=+1 homo_energy_ev=-13.202 gap_ev=9.9 max_force_ev_per_a=4.50 e_lumo_ev=-3.32
O -1.60 -0.85 -1.75
C -1.58 -0.29 -0.57
Br -3.46 0.21 0.07
N -1.27 -1.61 0.56
C 0.18 -2.02 0.57
C 1.09 -1.34 -0.41
C 0.80 0.12 -0.34
C 1.86 0.94 -0.20
C 1.67 2.25 0.27
C 0.34 2.73 0.55
C -0.69 1.94 0.23
C -0.49 0.69 -0.23
H -1.41 -0.23 -2.37
H -1.82 -2.49 0.24
H -1.52 -1.36 1.57
H 0.24 -3.10 0.47
H 0.59 -1.72 1.58
H 0.99 -1.72 -1.53
H 2.16 -1.45 -0.16
H 2.90 0.49 -0.31
H 2.49 2.88 0.49
H 0.20 3.66 0.94
H -1.70 2.27 0.35

***

Entry 5:
59
Properties=species:S:1:pos:R:3 method="wB97M-V/def2-TZVPD" e_tot_ha=-1596.34335 charge=-1 homo_energy_ev=-4.280 gap_ev=5.8 max_force_ev_per_a=2.04 e_lumo_ev=1.52
O 0.57 0.25 -0.67
O -3.35 -5.55 3.31
O -6.56 0.24 2.50
O -1.59 -1.74 1.16
O -7.27 0.61 0.43
N 1.76 -0.51 2.49
C 1.23 0.17 0.37
C -3.88 -4.84 2.46
C -6.49 0.09 1.26
C -2.55 -2.03 0.44
C 2.72 0.25 2.00
C 3.56 4.31 -5.38
C 4.33 4.09 -4.17
C 3.95 0.62 2.67
C 2.34 3.71 -5.21
C 3.56 3.36 -3.30
C 4.86 1.44 2.01
C 5.11 3.24 -1.33
C 5.42 2.78 -0.05
C 3.03 2.03 -1.26
C 3.91 2.88 -1.95
C 4.54 1.93 0.65
C 3.33 1.55 0.02
N 0.86 -0.56 1.47
N 2.35 3.13 -3.94
N 2.45 0.70 0.71
N -2.48 -1.72 -0.86
N -3.31 -3.70 2.08
C -5.18 -5.29 1.83
C 6.14 1.81 2.71
C -3.46 -2.00 -1.91
C -5.37 -0.79 0.68
C -4.73 -1.73 1.71
C -3.77 -2.74 1.06
H 3.89 4.86 -6.26
H 5.34 4.45 -4.00
H 4.14 0.25 3.67
H 1.52 3.69 -5.92
H 5.81 3.90 -1.83
H 6.36 3.09 0.40
H 2.11 1.74 -1.74
H -0.06 -1.00 1.52
H 1.57 2.62 -3.54
H -1.65 -1.21 -1.12
H -2.46 -3.46 2.56
H -5.95 -4.53 1.99
H -5.50 -6.22 2.29
H -5.03 -5.44 0.76
H 7.00 1.46 2.13
H 6.20 2.89 2.83
H 6.20 1.35 3.70
H -4.29 -1.29 -1.84
H -2.98 -1.88 -2.88
H -3.84 -3.02 -1.82
H -5.79 -1.40 -0.12
H -4.60 -0.14 0.26
H -5.53 -2.28 2.22
H -4.19 -1.14 2.45
H -4.30 -3.27 0.28

***

Entry 6:
16
Properties=species:S:1:pos:R:3 method="wB97M-V/def2-TZVPD" e_tot_ha=-325.71778 relative_energy_kj_mol=577.02 charge=0 homo_energy_ev=-9.161 gap_ev=9.8 max_force_ev_per_a=5.19 e_lumo_ev=0.62
O 2.20 0.04 -0.03
C 0.82 0.01 -0.14
C -0.15 1.22 -0.17
C -1.52 0.58 0.04
N -1.25 -0.76 0.09
C -0.17 -0.84 -0.98
C -0.05 -0.60 1.10
H 2.29 1.05 0.37
H 0.07 1.99 0.52
H -0.18 2.02 -0.95
H -1.88 1.07 0.88
H -2.06 0.94 -0.75
H 0.37 -1.83 -0.93
H -0.67 -0.89 -2.13
H -0.39 0.12 1.79
H 0.09 -1.71 1.68

***

Entry 7:
24
Properties=species:S:1:pos:R:3 method="wB97M-V/def2-TZVPD" e_tot_ha=-3451.25860 relative_energy_kj_mol=41.38 charge=0 homo_energy_ev=-8.576 gap_ev=9.0 max_force_ev_per_a=3.88 e_lumo_ev=0.39
C 2.66 -0.06 -1.36
C 2.66 -0.37 -0.04
C 3.15 -1.52 0.69
S 1.80 0.75 1.07
C 0.25 1.07 0.17
C -0.89 0.47 1.06
N -0.79 -0.91 1.35
Br -0.36 -2.15 0.01
C -2.22 0.81 0.44
O -2.99 1.46 1.09
O -2.36 0.22 -0.75
C -3.60 0.70 -1.34
H 2.90 -0.83 -2.03
H 2.45 0.89 -1.74
H 3.37 -2.40 0.01
H 2.37 -1.85 1.40
H 4.03 -1.07 1.28
H 0.31 0.41 -0.77
H 0.32 2.02 -0.32
H -0.91 1.10 2.01
H -0.22 -1.14 2.18
H -3.75 1.69 -1.10
H -4.47 0.24 -0.84
H -3.71 0.47 -2.47

***

Entry 8:
9
Properties=species:S:1:pos:R:3 method="wB97M-V/def2-TZVPD" e_tot_ha=-797.51420 relative_energy_kj_mol=0.00 s_squared=2.008 charge=-1 homo_energy_ev="-2.916 / -4.272" gap_ev="6.8 / 6.3" max_force_ev_per_a=5.69 e_lumo_ev="3.93 / 1.98" multiplicity=3
C 0.87 1.14 -0.09
C 0.33 -0.41 -0.26
N -1.88 -0.49 0.14
N -0.74 -0.68 0.62
O 2.12 1.16 -0.17
O 0.03 1.94 0.16
Cl 1.65 -1.59 -0.03
H 0.25 -0.53 -1.36
H -2.63 -0.53 0.99

***

Entry 9:
75
Properties=species:S:1:pos:R:3 method="wB97M-V/def2-TZVPD" e_tot_ha=-2311.14275 relative_energy_kj_mol=3.89 charge=+3 homo_energy_ev=-15.368 gap_ev=5.7 max_force_ev_per_a=1.17 e_lumo_ev=-9.68
Hf -0.31 0.03 0.27
C 4.94 3.32 1.45
O 3.91 2.62 2.16
C 3.91 2.74 3.52
C 4.68 3.65 4.23
C 4.62 3.69 5.61
C 3.80 2.82 6.32
C 3.03 1.90 5.62
C 3.07 1.87 4.23
N 2.31 0.85 3.56
C 1.45 1.03 2.56
N 1.05 2.29 2.31
C 0.51 2.87 1.14
C 0.01 2.15 0.04
C -0.45 2.89 -1.06
C -0.45 4.27 -1.06
C 0.03 4.96 0.04
C 0.52 4.28 1.14
O 1.04 4.84 2.25
C 1.12 6.27 2.32
N 0.92 -0.01 1.88
C 1.36 -1.36 2.17
C 0.45 -2.21 2.81
C 0.83 -3.46 3.25
C 2.15 -3.87 3.08
C 3.06 -3.05 2.44
C 2.68 -1.80 1.94
O 3.66 -1.11 1.32
C 3.39 -0.27 0.21
H 4.83 3.03 0.41
H 5.93 3.02 1.81
H 4.83 4.40 1.54
H 5.35 4.32 3.71
H 5.24 4.39 6.15
H 3.77 2.84 7.39
H 2.40 1.19 6.15
H 2.45 -0.09 3.89
H 1.46 2.99 2.92
H -0.80 2.38 -1.96
H -0.81 4.82 -1.92
H 0.01 6.04 0.03
H 1.60 6.49 3.27
H 0.13 6.72 2.31
H 1.72 6.67 1.50
H -0.55 -1.84 3.02
H 0.12 -4.10 3.75
H 2.47 -4.84 3.45
H 4.09 -3.35 2.30
H 4.30 -0.28 -0.39
H 3.18 0.76 0.51
H 2.57 -0.67 -0.40
C -4.31 1.41 1.69
Sb -2.72 0.02 2.01
C -3.90 -1.75 2.26
C -2.37 0.53 4.06
H -4.85 1.48 2.64
H -5.00 1.05 0.93
H -3.94 2.40 1.43
H -4.71 -1.50 2.95
H -3.31 -2.56 2.67
H -4.33 -2.06 1.31
H -3.34 0.52 4.55
H -1.95 1.53 4.11
H -1.71 -0.18 4.55
S 0.24 -1.17 -2.02
C -1.23 -0.46 -2.50
N -1.62 -0.41 -3.79
C -2.76 0.19 -4.18
C -3.57 0.75 -3.22
C -3.16 0.66 -1.90
N -2.02 0.06 -1.54
H -1.01 -0.82 -4.49
H -3.00 0.19 -5.23
H -4.49 1.25 -3.49
H -3.76 1.07 -1.10

***

Entry 10:
83
Properties=species:S:1:pos:R:3 method="wB97M-V/def2-TZVPD" e_tot_ha=-2022.75589 relative_energy_kj_mol=185.75 charge=+1 homo_energy_ev="-9.944 / -9.944" gap_ev="3.9 / 3.9" max_force_ev_per_a=3.14 e_lumo_ev="-6.01 / -6.00"
Tl -0.78 0.60 -0.20
C 3.34 0.46 2.74
C 3.89 0.69 1.45
C 3.92 2.14 1.18
C 3.40 2.79 2.33
C 3.09 1.78 3.29
C 2.66 1.94 4.71
C 3.27 4.24 2.51
C 4.09 2.78 -0.18
C 4.34 -0.31 0.46
C 3.18 -0.77 3.49
H 2.71 2.99 5.07
H 3.37 1.36 5.31
H 1.65 1.49 4.91
H 4.17 4.64 3.01
H 2.39 4.46 3.12
H 3.14 4.81 1.53
H 3.47 2.24 -0.89
H 5.10 2.82 -0.55
H 3.77 3.85 -0.06
H 4.64 -1.26 0.96
H 5.25 0.02 -0.09
H 3.53 -0.50 -0.28
H 3.86 -1.57 3.19
H 2.20 -1.22 3.45
H 3.49 -0.63 4.55
B -1.51 2.47 -2.98
N -2.74 1.92 -2.36
C -4.00 2.39 -2.36
C -4.80 1.43 -1.79
C -3.96 0.32 -1.53
N -2.72 0.64 -1.91
N -0.66 3.47 -2.20
C 0.19 4.40 -2.73
C 0.74 5.18 -1.72
C 0.18 4.64 -0.56
N -0.64 3.59 -0.85
H -0.89 1.53 -3.38
H -1.78 3.24 -3.88
H -4.21 3.41 -2.62
H -5.83 1.49 -1.56
H -4.32 -0.70 -1.18
H 0.36 4.46 -3.81
H 1.52 5.98 -1.79
H 0.25 5.02 0.46
N -4.00 2.89 1.64
C -2.68 2.76 1.46
N -2.28 1.56 1.82
C -3.43 0.92 2.16
N -4.52 1.69 2.03
C -3.49 -0.46 2.51
C -4.74 -1.06 2.76
N -4.77 -2.33 3.11
C -3.64 -2.97 3.37
C -2.40 -2.38 3.05
N -2.34 -1.09 2.66
H -4.56 3.70 1.43
H -2.01 3.58 1.22
H -5.67 -0.52 2.63
H -3.73 -3.95 3.80
H -1.44 -2.90 2.99
C 1.57 -5.24 -0.40
C 1.56 -4.49 -1.76
Sb -0.14 -3.05 -1.87
C -1.77 -4.36 -2.46
C -1.80 -5.58 -1.63
C 0.56 -2.36 -3.86
C 0.80 -3.45 -4.91
H 2.53 -5.68 -0.20
H 0.78 -6.02 -0.28
H 1.32 -4.52 0.43
H 1.33 -5.12 -2.65
H 2.42 -3.77 -1.92
H -1.53 -4.47 -3.55
H -2.61 -3.64 -2.29
H -0.86 -6.15 -1.74
H -2.63 -6.26 -1.84
H -1.94 -5.32 -0.59
H 1.45 -1.82 -3.61
H -0.27 -1.69 -4.21
H 1.62 -4.10 -4.67
H 1.04 -3.00 -5.91
H -0.05 -4.11 -5.01

***

Entry 11:
29
Properties=species:S:1:pos:R:3 method="wB97M-V/def2-TZVPD" e_tot_ha=-1881.06333 charge=+4 homo_energy_ev=-23.831 gap_ev=4.3 max_force_ev_per_a=4.35 e_lumo_ev=-19.54
C 3.91 0.59 -0.04
C 2.54 -0.02 -0.16
I 2.33 -1.27 -1.77
C 1.47 0.23 0.74
I 1.85 1.64 2.24
C 0.01 -0.43 0.76
N -0.08 -1.84 0.78
O -0.43 -0.02 2.10
S -1.58 1.11 2.15
O -1.05 2.25 2.79
O -2.83 0.60 2.50
O -1.45 1.41 0.52
C -1.09 0.18 -0.13
C -0.78 0.57 -1.53
C -2.38 -0.71 -0.18
C -2.42 -1.52 -1.46
O -1.57 -2.31 -1.75
F -3.43 -1.24 -2.24
H 4.52 0.02 0.68
H 4.45 0.54 -0.99
H 3.90 1.64 0.29
H 0.81 -2.27 1.05
H -0.25 -2.23 -0.16
H -0.44 -0.21 -2.20
H -1.69 1.00 -1.99
H -0.05 1.46 -1.57
H -3.24 -0.04 -0.14
H -2.46 -1.36 0.69
Hf 1.44 2.23 -0.98

***

Entry 12:
66
Properties=species:S:1:pos:R:3 method="wB97M-V/def2-TZVPD" e_tot_ha=-2405.86408 relative_energy_kj_mol=245.53 charge=0 homo_energy_ev=-9.539 gap_ev=9.9 max_force_ev_per_a=13.56 e_lumo_ev=0.37
F -1.12 4.36 -3.14
C -1.19 4.71 -4.46
C -0.05 4.64 -5.25
C -0.14 4.96 -6.66
C -1.42 5.35 -7.15
C -2.60 5.44 -6.31
C -2.45 5.05 -4.98
H 0.93 4.42 -5.00
H 0.98 5.02 -7.35
H -1.50 5.42 -8.20
H -3.59 5.63 -6.80
H -3.14 5.09 -4.43
F -1.73 -1.68 3.20
C -0.37 -1.95 3.10
C 0.43 -0.93 2.54
C 1.80 -1.13 2.48
C 2.30 -2.35 2.97
C 1.55 -3.27 3.55
C 0.13 -3.11 3.62
H 0.05 -0.10 1.93
H 2.52 -0.72 1.77
H 3.37 -2.56 2.98
H 2.10 -4.12 4.01
H -0.70 -3.84 4.21
F 2.88 0.60 -0.38
C 1.82 0.28 -1.12
C 0.77 1.10 -1.35
C -0.30 0.68 -2.16
C -0.42 -0.67 -2.56
C 0.63 -1.53 -2.18
C 1.79 -1.15 -1.43
H 0.78 2.10 -0.94
H -0.92 1.50 -2.32
H -1.32 -0.79 -3.13
H 0.55 -2.53 -2.51
H 2.44 -1.95 -0.95
C 0.64 -5.82 -0.20
C -0.01 -4.53 0.38
C -1.31 -4.76 0.40
S -1.76 -6.46 0.42
O -2.28 -6.92 -0.86
O -2.37 -6.75 1.68
C -0.05 -7.06 0.30
H 1.72 -5.71 -0.03
H 0.47 -5.63 -1.15
H 0.16 -3.60 -0.03
H 0.28 -4.64 1.42
H -1.94 -4.42 -0.74
H -2.02 -4.02 1.05
H 0.28 -7.89 -0.27
H 0.27 -7.23 1.25
C 0.11 4.05 2.17
C 1.17 3.04 2.72
C 0.62 2.48 3.82
S -0.34 3.63 4.71
O 0.45 4.29 5.74
O -1.65 3.03 4.99
C -0.48 4.71 3.41
H -0.55 3.27 1.63
H 0.48 4.85 1.60
H 1.76 3.67 3.11
H 1.56 2.30 1.87
H 1.39 1.96 4.35
H -0.08 1.74 3.55
H 0.09 5.62 3.75
H -1.43 4.79 3.35